No. 1
This record from the Open Molecules 2025 dataset describes C6H8O2 in the gas phase. The level of theory is the ωB97M-V functional and the def2-TZVPD basis.

Computed properties:
SMILES string: Cc1occc1CO
E_LUMO: 0.89 eV
Kohn-Sham gap: 8.98 eV
HOMO energy: -0.2975 Eh

```
! RIJCOSX wB97M-V def2-TZVPD def2/J DEFGRID3
* xyz 0 1
C -0.33 -1.86 -0.05
C -0.79 -0.48 -0.02
O -2.10 -0.22 -0.09
C -2.27 1.05 -0.03
C -1.04 1.70 0.06
C -0.05 0.72 0.16
C 1.43 0.81 0.17
O 2.06 0.09 -0.89
H -0.22 -2.20 0.97
H -1.03 -2.54 -0.70
H 0.79 -1.71 -0.42
H -3.26 1.47 -0.25
H -0.95 2.72 0.17
H 1.67 1.88 -0.15
H 1.77 0.54 1.13
H 1.64 0.29 -1.73
*
```

***

No. 2
This record from the Open Molecules 2025 dataset describes C6H8O2 in the gas phase. The level of theory is the ωB97M-V functional and the def2-TZVPD basis.

Computed properties:
SMILES string: O[C@]12C[C@@H]1O[C@H]1C[C@H]12
E_LUMO: 0.88 eV
Kohn-Sham gap: 9.61 eV
HOMO energy: -0.3210 Eh

```
! RIJCOSX wB97M-V def2-TZVPD def2/J DEFGRID3
* xyz 0 1
O -0.39 -1.75 -0.35
C 0.54 -0.75 -0.17
C 1.46 -1.10 1.03
C 0.27 -0.22 1.23
O -1.17 -0.06 1.20
C -1.34 0.67 -0.11
C -0.34 1.79 -0.57
C -0.10 0.31 -0.99
H 0.00 -2.35 -1.04
H 1.30 -2.17 1.11
H 2.41 -0.64 1.13
H 0.60 0.79 1.30
H -2.37 0.68 -0.55
H 0.35 2.32 0.04
H -0.86 2.39 -1.29
H -0.36 0.07 -1.97
*
```

***

No. 3
This record from the Open Molecules 2025 dataset describes a molecular structure, C6H8O2. The level of theory is the ωB97M-V functional and the def2-TZVPD basis.

Computed properties:
E_LUMO: 0.89 eV
Kohn-Sham gap: 10.16 eV
HOMO energy: -0.3405 Eh

```
! RIJCOSX wB97M-V def2-TZVPD def2/J DEFGRID3
* xyz 0 1
C -1.69 0.15 -0.31
C -0.62 1.33 -0.53
C 0.70 1.05 0.47
C 0.02 -0.89 -0.22
C 1.61 -0.98 -0.34
C 1.90 0.25 -0.09
H -2.19 0.00 -1.31
H -2.60 0.41 0.28
H -0.47 1.76 -1.52
H -1.22 2.04 -0.04
H 1.08 1.64 1.18
H 0.07 -0.36 -1.30
H 2.28 -1.53 -1.06
H 2.96 0.54 -0.59
O -0.03 -0.06 1.10
O -1.41 -1.18 0.22
*
```

***

No. 4
This record from the Open Molecules 2025 dataset describes C6H8O2 in the gas phase. The level of theory is the ωB97M-V functional and the def2-TZVPD basis.

Computed properties:
SMILES string: C=C1C=CCOCO1
E_LUMO: 0.97 eV
Kohn-Sham gap: 9.79 eV
HOMO energy: -0.3242 Eh

```
! RIJCOSX wB97M-V def2-TZVPD def2/J DEFGRID3
* xyz 0 1
C 2.43 -0.51 -0.35
C 1.22 -0.10 0.14
C 0.74 1.32 -0.07
C -0.54 1.55 -0.02
C -1.70 0.52 0.15
O -1.65 -0.65 -0.72
C -0.82 -1.61 -0.07
O 0.28 -1.01 0.67
H 2.71 -1.66 -0.30
H 3.00 0.61 -0.31
H 1.34 2.16 -0.35
H -0.85 2.66 -0.03
H -2.70 1.01 0.13
H -1.72 0.28 1.31
H -0.23 -2.34 -0.76
H -1.51 -2.22 0.58
*
```

***

No. 5
This record from the Open Molecules 2025 dataset describes a gas-phase ion, C6H8O2P (charge -1). The level of theory is the ωB97M-V functional and the def2-TZVPD basis.

Computed properties:
SMILES string: C#C[C@@H]1CC[P@](=O)([O-])C1
E_LUMO: 3.74 eV
Kohn-Sham gap: 8.20 eV
HOMO energy: -0.1637 Eh

```
! RIJCOSX wB97M-V def2-TZVPD def2/J DEFGRID3
* xyz -1 1
C 2.08 1.51 -0.54
C 1.30 0.90 0.14
C 0.48 -0.07 0.87
C 0.04 -1.22 -0.13
C -0.99 -0.58 -1.12
P -2.22 0.30 0.04
O -3.29 -0.69 0.43
O -2.57 1.60 -0.57
C -0.91 0.63 1.32
H 2.60 2.01 -1.39
H 1.02 -0.62 1.56
H -0.42 -2.03 0.54
H 0.89 -1.61 -0.73
H -0.49 0.34 -1.64
H -1.46 -1.22 -1.89
H -1.31 0.16 2.33
H -0.84 1.62 1.59
*
```

***

No. 6
This record from the Open Molecules 2025 dataset describes 4 unconnected molecules or ions with the total composition C6H8O3. The level of theory is the ωB97M-V functional and the def2-TZVPD basis.

Computed properties:
E_LUMO: 0.05 eV
Kohn-Sham gap: 9.05 eV
HOMO energy: -0.3307 Eh

```
! RIJCOSX wB97M-V def2-TZVPD def2/J DEFGRID3
* xyz 0 1
C 1.77 -0.23 2.15
C 0.40 0.27 0.27
C -0.82 0.82 0.44
C -2.41 0.42 -1.32
C -1.55 -0.08 -2.11
C 0.86 -0.53 -0.95
H 1.99 0.29 3.60
H 0.71 -1.58 2.09
H 3.14 -0.64 1.58
H -0.82 1.34 1.35
H -3.39 0.54 -1.55
H -1.94 -0.72 -2.86
H 1.07 -1.68 -0.54
H 1.85 0.16 -1.42
O 1.40 0.76 1.29
O -2.11 1.02 -0.05
O -0.16 -0.17 -1.96
*
```

***

No. 7
This record from the Open Molecules 2025 dataset describes a molecular structure, C6H8O4. The level of theory is the ωB97M-V functional and the def2-TZVPD basis.

Computed properties:
E_LUMO: -0.37 eV
Kohn-Sham gap: 8.88 eV
HOMO energy: -0.3399 Eh

```
! RIJCOSX wB97M-V def2-TZVPD def2/J DEFGRID3
* xyz 0 1
O 0.88 -1.99 -5.40
C 1.59 -1.99 -4.43
C 2.43 -0.88 -3.86
C 2.52 -1.20 -2.37
C 3.60 -0.53 -1.58
O 2.65 0.50 -1.47
C 2.57 -2.73 -2.29
C 1.68 -3.18 -3.42
O 1.04 -4.19 -3.52
H 3.42 -0.94 -4.34
H 2.02 0.12 -4.08
H 3.82 -1.00 -0.61
H 4.47 -0.21 -2.16
H 3.58 -3.11 -2.50
H 2.26 -3.13 -1.31
O 0.79 -0.88 -1.90
H 1.46 0.32 -1.32
H 0.58 -1.36 -1.09
*
```

***

No. 8
This record from the Open Molecules 2025 dataset describes C6H8O6 in the gas phase. The level of theory is the ωB97M-V functional and the def2-TZVPD basis.

Computed properties:
SMILES string: O=C1O[C@H]([C@@H](O)CO)[C@@H](O)C1=O
E_LUMO: -1.21 eV
Kohn-Sham gap: 8.28 eV
HOMO energy: -0.3486 Eh

```
! RIJCOSX wB97M-V def2-TZVPD def2/J DEFGRID3
* xyz 0 1
O 1.53 1.05 -1.99
C 0.76 0.40 -1.25
O -0.56 0.05 -1.37
C -1.01 -0.54 -0.32
C -1.96 0.54 0.32
O -2.59 -0.31 1.32
C -1.10 1.38 1.19
O 0.06 1.90 0.53
C 0.23 -1.22 0.53
O 0.38 -2.32 0.16
C 1.37 -0.33 -0.17
O 2.65 -0.27 0.45
H -1.49 -1.42 -0.60
H -2.56 1.07 -0.40
H -3.14 0.30 1.86
H -1.67 2.04 1.64
H -0.62 0.83 2.08
H -0.27 2.56 -0.10
H -0.02 -1.14 1.56
H 1.27 -2.76 0.58
*
```

***

The following energy relative to the best compared isomer or geometry (same formula, charge and spin) values (in kJ/mol) correspond, in order, to the records above: 184.41 603.61 947.32 418.23 13.18 1098.07 464.66 661.88.
The following F_max values (in Eh/bohr) correspond, in order, to the records above: 0.0947 0.0755 0.1058 0.0799 0.0953 0.0973 0.1122 0.3330.
The following total energy values (in Eh) correspond, in order, to the records above: -383.83988 -383.68021 -383.54930 -383.75082 -725.29537 -458.73196 -534.23114 -684.63550.